# 1
Formula: C21H41N7O12
Source: the Open Molecules 2025 dataset
Level of theory: ωB97M-V/def2-TZVPD

Geometry as XYZ:
```
81
Properties=species:S:1:pos:R:3:mulliken_charge:R:1
C -5.569 -0.857 1.171 -0.782
N -4.734 -1.713 0.341 -0.420
H -4.595 -1.257 -0.557 0.353
C -3.436 -2.028 0.897 -0.546
C -2.787 -3.090 0.004 -0.148
C -1.415 -3.469 0.566 0.076
O -0.768 -4.412 -0.256 -0.618
H -1.436 -5.061 -0.511 0.469
C -0.557 -2.201 0.659 0.810
C 0.817 -2.492 1.272 -1.280
O 1.657 -3.182 0.384 -0.488
H 1.135 -3.905 0.002 0.360
H 1.308 -1.546 1.515 0.211
H 0.678 -3.060 2.202 0.455
O -1.193 -1.232 1.473 -0.452
C -2.467 -0.832 1.028 -0.066
O -2.418 -0.199 -0.221 -0.412
C -1.716 1.032 -0.222 -0.404
H -0.980 1.017 0.588 1.331
C -1.061 1.226 -1.599 -0.807
O 0.218 1.827 -1.510 -0.633
C 1.258 0.943 -1.125 1.208
C 2.012 0.388 -2.343 -0.535
C 2.863 -0.792 -1.869 0.049
O 3.615 -1.322 -2.930 -0.638
H 3.012 -1.437 -3.675 0.501
C 3.840 -0.388 -0.760 -0.347
N 4.244 -1.600 -0.084 0.019
C 5.344 -1.694 0.701 0.572
N 6.051 -0.657 0.959 -0.646
H 6.891 -0.843 1.492 0.147
N 5.640 -2.973 1.117 -0.468
H 4.924 -3.675 1.035 0.199
H 6.271 -3.077 1.893 0.229
H 3.575 -2.355 -0.072 0.066
H 4.730 0.038 -1.242 0.179
C 3.334 0.658 0.272 1.026
O 4.421 1.409 0.741 -0.530
H 5.174 0.768 0.887 0.417
H 2.874 0.103 1.110 -0.210
C 2.273 1.663 -0.236 -1.196
N 1.613 2.289 0.887 -0.107
C 1.916 3.539 1.350 0.374
N 0.990 4.192 1.952 -0.600
H 1.287 5.077 2.344 0.128
N 3.191 3.968 1.114 -0.403
H 3.503 4.764 1.647 0.299
H 3.881 3.241 0.966 0.113
H 0.646 2.043 1.033 0.099
H 2.779 2.436 -0.826 0.699
H 2.173 -1.561 -1.484 -0.041
O 1.149 -0.094 -3.349 -0.668
H 0.613 0.647 -3.659 0.496
H 2.661 1.172 -2.759 0.273
H 0.829 0.104 -0.562 -0.264
O -1.870 2.082 -2.339 -0.565
C -3.011 2.502 -1.591 -0.195
C -4.248 1.707 -1.992 -1.282
H -5.087 2.013 -1.375 0.390
H -4.060 0.649 -1.840 0.022
H -4.474 1.885 -3.040 0.438
H -3.159 3.565 -1.809 0.455
C -2.624 2.281 -0.119 0.991
O -3.732 2.095 0.719 -0.608
H -3.437 2.378 1.599 0.535
C -1.778 3.452 0.411 -0.862
O -1.446 3.168 1.744 -0.669
H -0.571 3.613 1.953 0.312
H -0.893 3.582 -0.219 0.295
H -2.387 4.368 0.355 0.414
H -0.985 0.251 -2.109 0.680
H -2.811 -0.137 1.806 0.438
H -0.418 -1.811 -0.363 0.148
H -1.556 -3.886 1.577 0.318
O -3.577 -4.254 -0.065 -0.634
H -4.497 -3.960 -0.095 0.483
H -2.652 -2.670 -1.006 -0.065
H -3.584 -2.451 1.899 0.683
H -6.558 -0.818 0.718 0.361
H -5.655 -1.304 2.161 0.347
H -5.186 0.164 1.267 0.123
```

Charge   0
Lowest unoccupied orbital energy   0.569 eV
SMILES   [H]/N=C(\N)N[C@H]1[C@H](O)[C@@H](O)[C@H](O[C@@H]2O[C@@H](C)[C@](O)(CO)[C@H]2O[C@@H]2O[C@@H](CO)[C@H](O)[C@@H](O)[C@@H]2NC)[C@@H](N/C(N)=N/[H])[C@@H]1O
Highest occupied orbital energy   -8.802 eV
Frontier orbital gap   9.372 eV



# 2
Formula: C29H51NO2PbSSi2
Source: the Open Molecules 2025 dataset
Level of theory: ωB97M-V/def2-TZVPD

Geometry as XYZ:
```
87
Properties=species:S:1:pos:R:3:mulliken_charge:R:1
O 2.199 -0.578 -0.683 -0.097
O 1.888 -4.712 -3.661 -0.233
C 3.020 0.053 -1.706 -0.217
C 3.936 1.126 -1.156 -1.317
H 2.306 0.473 -2.432 0.305
H 3.606 -0.732 -2.200 0.275
H 3.404 1.856 -0.538 0.202
H 4.402 1.656 -1.992 0.420
H 4.754 0.691 -0.569 0.380
C 2.967 -1.183 0.397 -0.285
C 3.756 -2.389 -0.060 -1.262
H 2.233 -1.455 1.166 0.255
H 3.637 -0.414 0.814 0.325
H 3.101 -3.179 -0.450 0.249
H 4.303 -2.793 0.794 0.451
H 4.500 -2.133 -0.820 0.297
C 1.172 -5.946 -3.466 -0.275
C 3.085 -4.812 -4.449 -0.193
C 1.407 -6.555 -2.096 -1.245
H 1.436 -6.683 -4.247 0.390
H 0.116 -5.659 -3.570 0.288
H 2.454 -6.842 -1.959 0.294
H 0.795 -7.455 -1.999 0.394
H 1.118 -5.856 -1.306 0.242
C 4.124 -5.798 -3.935 -1.239
H 3.492 -3.793 -4.444 0.272
H 2.807 -5.086 -5.481 0.288
H 4.401 -5.595 -2.895 0.257
H 5.024 -5.695 -4.547 0.404
H 3.781 -6.835 -4.023 0.323
H 0.130 -2.878 -3.969 0.171
Pb -0.335 -0.035 -0.614 1.194
C -0.920 -2.683 -4.267 -0.536
Si -1.139 -2.510 -6.136 0.270
H -1.511 -3.539 -3.915 0.226
H -1.289 -1.786 -3.752 0.167
C 0.403 -1.673 -6.808 -0.924
C -2.651 -1.483 -6.584 -0.990
C -1.306 -4.208 -6.936 -1.029
C -0.132 2.016 -1.680 -1.134
Si -1.596 3.171 -1.429 0.312
H 0.008 1.769 -2.746 0.428
H 0.814 2.455 -1.323 0.229
C -2.794 2.860 -2.840 -1.038
C -0.882 4.913 -1.404 -1.139
C -2.529 2.858 0.165 -0.822
H -1.497 -4.117 -8.015 0.328
H -2.134 -4.782 -6.498 0.323
H -0.385 -4.792 -6.808 0.275
H 0.446 -0.625 -6.484 0.303
H 0.423 -1.695 -7.905 0.291
H 1.301 -2.185 -6.435 0.247
H -2.705 -0.573 -5.972 0.270
H -3.580 -2.050 -6.433 0.302
H -2.615 -1.177 -7.639 0.296
H -0.038 4.991 -2.103 0.316
H -0.512 5.172 -0.402 0.306
H -1.635 5.660 -1.690 0.335
H -1.908 3.029 1.053 0.203
H -2.941 1.842 0.219 0.184
H -3.375 3.563 0.203 0.402
H -3.523 3.679 -2.909 0.332
H -3.348 1.926 -2.678 0.271
H -2.267 2.784 -3.800 0.304
S -1.937 0.020 4.058 -0.408
C -0.767 1.343 4.043 0.843
C -0.494 2.278 5.033 -0.573
C 0.456 3.271 4.771 -0.548
C 1.116 3.326 3.529 -0.578
C 0.855 2.382 2.531 -0.186
C -0.096 1.389 2.801 -0.893
N -0.546 0.420 1.899 0.336
C -1.509 -0.355 2.401 0.694
C -2.132 -1.429 1.653 0.658
C -3.104 -2.260 2.246 -0.883
C -3.675 -3.287 1.508 -0.784
C -3.240 -3.517 0.194 -0.412
C -2.234 -2.709 -0.379 -0.298
C -1.739 -1.637 0.324 -0.657
H -1.029 2.190 5.978 0.399
H 0.698 4.009 5.533 0.365
H 1.851 4.105 3.337 0.402
H 1.346 2.378 1.549 0.430
H -3.384 -2.084 3.284 0.378
H -4.445 -3.914 1.956 0.365
H -3.677 -4.322 -0.392 0.415
H -1.849 -2.931 -1.379 0.312
```

Charge   0
Lowest unoccupied orbital energy (spin up / spin down)   -0.135 / -0.134 eV
Energy above the lowest of the compared OMol25 structures with the same formula, charge and spin   12.96 kcal/mol
Highest occupied orbital energy (spin up / spin down)   -5.126 / -5.130 eV
Frontier orbital gap (spin up / spin down)   4.991 / 4.995 eV



# 3
Formula: C4H4
Source: the Open Molecules 2025 dataset
Level of theory: ωB97M-V/def2-TZVPD

Geometry as XYZ:
```
8
Properties=species:S:1:pos:R:3:mulliken_charge:R:1
C -0.147 1.029 0.279 -0.386
C 0.972 1.222 0.716 -0.330
C -0.348 -1.201 0.096 -0.521
C -0.424 -0.958 -1.096 -0.129
H -1.274 0.778 0.143 0.405
H 2.079 1.118 0.892 0.298
H -0.388 -1.913 1.008 0.292
H -0.737 -0.534 -2.010 0.371
```

Charge   0
Lowest unoccupied orbital energy   1.271 eV
Energy above the lowest of the compared OMol25 structures with the same formula, charge and spin   87.74 kcal/mol
SMILES   C#C.C#C
Highest occupied orbital energy   -8.674 eV
Frontier orbital gap   9.945 eV



# 4
Formula: C39H27FN16OV
Source: the Open Molecules 2025 dataset
Level of theory: ωB97M-V/def2-TZVPD

Geometry as XYZ:
```
85
Properties=species:S:1:pos:R:3:mulliken_charge:R:1
V -0.246 -0.449 -0.016 0.691
C 3.917 0.268 -2.428 -1.272
C 4.336 1.598 -2.442 -0.531
C 3.540 2.546 -1.852 -1.148
C 2.303 2.181 -1.276 0.833
N 1.912 0.881 -1.269 0.429
C 2.706 -0.017 -1.814 -0.118
C 1.444 3.164 -0.654 0.865
C 1.612 4.552 -0.871 -1.354
C 0.783 5.448 -0.242 -0.473
C -0.217 4.970 0.609 -1.018
C -0.343 3.592 0.730 -0.051
N 0.439 2.718 0.139 0.523
H 4.515 -0.515 -2.864 0.477
H 5.280 1.880 -2.894 0.386
H 3.882 3.570 -1.811 0.343
H 2.372 -1.045 -1.751 0.120
H 2.364 4.914 -1.559 0.341
H 0.889 6.514 -0.418 0.388
H -0.882 5.640 1.136 0.454
H -1.138 3.172 1.336 0.177
C -2.027 4.063 12.920 -0.820
O -2.934 4.039 11.859 -0.462
C -2.493 3.492 10.660 0.945
C -3.463 3.370 9.655 -0.516
C -3.126 2.873 8.428 -0.614
C -1.802 2.476 8.136 0.222
C -0.845 2.594 9.159 -0.896
C -1.188 3.089 10.401 -0.432
C -1.524 1.999 6.824 0.074
N -2.474 1.780 5.924 -0.834
C -1.847 1.405 4.791 0.839
C -0.456 1.392 4.972 0.119
N -0.267 1.765 6.284 -0.083
C 0.450 1.099 3.931 0.902
C 1.848 1.158 4.009 -1.020
C 2.577 0.886 2.872 -1.622
C 1.920 0.495 1.704 -0.149
N 0.608 0.415 1.591 1.610
C -0.131 0.756 2.667 -1.076
C -1.533 0.801 2.468 -1.608
N -1.964 0.562 1.205 1.013
C -3.267 0.655 0.986 -0.213
C -4.206 0.961 1.958 -0.992
C -3.790 1.198 3.259 -0.803
C -2.429 1.123 3.522 1.388
H -2.575 4.452 13.778 0.237
H -1.174 4.723 12.717 0.309
H -1.658 3.056 13.151 0.337
H -4.471 3.687 9.877 0.404
H -3.857 2.782 7.640 0.503
H 0.177 2.288 8.983 0.281
H -0.422 3.160 11.160 0.348
H 0.617 1.861 6.754 0.202
H 2.342 1.420 4.937 0.308
H 3.655 0.942 2.877 0.424
H 2.504 0.273 0.825 0.448
H -3.597 0.475 -0.027 0.079
H -5.246 1.042 1.685 0.425
H -4.475 1.445 4.057 0.503
N 0.471 -3.796 -0.786 -0.041
C 1.163 -3.305 0.300 0.197
N 1.968 -4.029 1.069 -0.748
N 2.443 -3.155 1.956 -0.984
N 1.962 -1.986 1.739 -0.522
N 1.144 -2.023 0.683 0.831
C 0.284 -2.916 -1.825 0.121
N 0.341 -3.255 -3.107 -0.716
N 0.168 -2.104 -3.761 -0.953
N 0.016 -1.137 -2.939 -0.203
N 0.074 -1.595 -1.682 1.174
H 0.742 -4.730 -1.063 0.408
F -4.314 1.767 -4.149 -0.407
C -3.411 1.204 -3.274 0.379
C -2.259 1.891 -2.952 -0.916
C -1.394 1.332 -2.025 0.122
C -1.645 0.108 -1.412 0.776
C -2.800 -0.573 -1.809 -0.273
C -3.693 -0.029 -2.722 -0.647
H -2.042 2.842 -3.422 0.401
H -0.493 1.877 -1.787 0.034
H -3.025 -1.544 -1.376 0.288
H -4.606 -0.544 -2.989 0.404
N -2.192 -2.596 1.056 -1.191
C -1.458 -1.813 0.637 0.625
```

Charge   -2
Lowest unoccupied orbital energy (spin up / spin down)   3.125 / 3.125 eV
<S²>   0.766
Highest occupied orbital energy (spin up / spin down)   0.348 / 0.371 eV
Spin multiplicity   2
Frontier orbital gap (spin up / spin down)   2.777 / 2.754 eV



Number 1: E -57444.4420 eV. Number 2: E -68322.3411 eV. Number 3: E -4206.3538 eV. Number 4: E -95174.9601 eV.